Entry 1:
Below is a 3-piece molecular cluster, C5H16O3 overall at a distorted geometry, with properties calculated with wB97M-V/def2-TZVPD.

```
24
Properties=species:S:1:pos:R:3
C 0.3618 -0.1505 -2.4832
O -0.7404 0.5930 -2.9711
C 0.9972 0.5961 -1.3614
C 0.4948 0.2225 0.1206
C 0.6675 1.3359 1.1361
C 1.3726 -0.9435 0.4526
H 1.0651 -0.2192 -3.3315
H -0.0842 -1.1759 -2.3633
H -1.1140 1.1180 -2.2425
H 0.8329 1.7307 -1.3767
H 2.1310 0.5108 -1.5562
H -0.5722 0.0713 -0.0656
H 0.5317 2.2895 0.6139
H -0.0494 1.2672 1.9630
H 1.6064 1.2407 1.7591
H 2.3742 -0.6321 0.5872
H 1.3468 -1.7166 -0.3321
H 1.1964 -1.2735 1.5681
H -2.4900 -1.2417 1.0622
H -1.0515 -1.5535 0.5379
O -2.0181 -1.6873 0.3400
H -2.1624 -0.9061 2.7533
H -2.1876 0.5896 2.9127
O -2.5088 -0.0652 2.2768
```

Summary:
SMILES string = CC(C)CCO.O.O
Frontier orbital gap = 10.14 eV
Energy above the lowest of the compared OMol25 structures with the same formula, charge and spin = 39.6 kcal/mol

---

Entry 2:
Below is a 3-piece molecular cluster, C5H17N2O3 overall at a distorted geometry, with properties calculated with wB97M-V/def2-TZVPD.

```
27
Properties=species:S:1:pos:R:3
C -2.4067 -0.9540 -0.1314
C -1.1172 -0.1431 -0.0834
C -0.8399 0.7609 -1.3008
C -0.1059 0.0745 -2.4572
N 1.2624 -0.3682 -2.1828
N -1.0069 0.5750 1.1833
C 0.2484 0.4524 1.9691
O 1.3419 0.1255 1.2573
H -2.7820 -1.1672 0.8657
H -2.3360 -1.8649 -0.7327
H -3.2252 -0.4632 -0.6847
H -0.3255 -0.8953 -0.0517
H -1.7967 1.1533 -1.6592
H -0.2365 1.6073 -0.9781
H -0.0974 0.6711 -3.3702
H -0.7155 -0.8056 -2.7247
H 1.8932 0.4206 -2.0553
H 1.2080 -0.8211 -1.2779
H -1.8400 1.0586 1.4747
H 0.0781 -0.3124 2.7647
H 0.3935 1.4050 2.5345
H 1.6477 -1.5633 1.6150
H 1.5743 -2.3142 2.9014
O 1.9681 -2.4182 2.0446
H 2.2506 1.1302 0.6798
H 2.2017 2.7236 0.2072
O 2.7636 1.9325 0.1928
```

Summary:
Net charge = -1
Frontier orbital gap = 7.54 eV
Energy above the lowest of the compared OMol25 structures with the same formula, charge and spin = 3.4 kcal/mol

---

Entry 3:
Below is an isolated ion of composition C5H17N2Si and charge +1 at a distorted geometry, with properties calculated with wB97M-V/def2-TZVPD.

```
25
Properties=species:S:1:pos:R:3
C -0.9779 -2.3876 -0.0722
C -1.7996 1.5054 0.0080
C 1.1268 2.2217 1.0589
C -0.1940 -1.5301 -1.1141
C 0.7639 -0.5917 -0.4962
N -0.4289 -0.0086 2.3068
N 1.7037 -0.1431 -1.5297
Si -0.2158 0.9266 0.9228
H -1.4614 -3.1786 -0.5727
H -1.6409 -1.7818 0.3541
H -0.4482 -2.6973 0.7950
H -2.4796 2.0957 0.6028
H -1.4159 2.2098 -0.7188
H -2.3227 0.7078 -0.4770
H 1.8906 1.5956 1.5492
H 1.4612 2.5874 0.0869
H 0.9217 3.0323 1.6643
H 0.5104 -2.1194 -1.7780
H -1.0444 -1.3142 -1.8322
H 1.3430 -1.0701 0.1969
H 0.4407 -0.0548 2.7615
H -1.0608 -0.7265 2.5451
H 2.2908 0.5834 -1.1292
H 2.3408 -0.8396 -1.7155
H 1.2338 0.3943 -2.3669
```

Summary:
SMILES string = CC[C@@H]([NH3+])[Si](C)(C)N
Net charge = +1
Frontier orbital gap = 9.37 eV
Energy above the lowest of the compared OMol25 structures with the same formula, charge and spin = 19.6 kcal/mol

---

Entry 4:
Below is a 2-piece molecular cluster, C5H17N4O2 overall at a distorted geometry, with properties calculated with wB97M-V/def2-TZVPD.

```
28
Properties=species:S:1:pos:R:3
C -2.5248 -0.6210 0.6714
C -1.3908 -0.2406 -0.3565
C 0.2606 0.9570 1.1101
C 0.0100 -0.2158 0.1720
C 1.0741 -0.0659 -1.8688
N 1.1510 0.3926 2.2105
N 0.5300 -1.4714 0.7422
N 0.6128 1.0990 -2.5004
N 2.3665 0.0371 -1.5072
O 0.7154 2.1063 0.4389
O 0.6594 -1.2380 -2.3217
H -2.6375 0.1052 1.5478
H -2.2789 -1.5872 1.1620
H -3.5550 -0.6525 0.1779
H -1.4682 -1.0170 -1.2238
H -1.4599 0.7624 -0.7750
H -0.6414 1.2676 1.6269
H 0.9590 0.6323 3.2178
H 2.1430 0.6853 2.1621
H -0.1168 -1.8674 1.3979
H 0.9413 -1.9936 -0.1486
H 1.0171 1.9197 -2.1490
H -0.5075 1.0929 -2.5514
H 1.2941 -1.0479 1.4622
H 2.8408 0.8335 -1.9353
H 2.9970 -0.7523 -1.4256
H 1.6740 2.0989 0.2617
H -0.2970 -1.1232 -2.4465
```

Summary:
Net charge = +1
Frontier orbital gap = 8.48 eV
Energy above the lowest of the compared OMol25 structures with the same formula, charge and spin = 37.9 kcal/mol

---

Entry 5:
Below is a 3-piece molecular cluster, C5H17NO2 overall at a distorted geometry, with properties calculated with wB97M-V/def2-TZVPD.

```
25
Properties=species:S:1:pos:R:3
C -1.8396 0.2910 -0.8320
C -1.2805 0.4575 0.5602
C 0.2545 0.6820 0.5296
C 1.0705 0.0652 1.6593
C 0.6457 2.1041 0.1678
N -1.9398 -1.0944 -1.3130
H -2.7675 0.8552 -1.0059
H -1.1862 0.8359 -1.5209
H -1.5323 -0.2944 1.3153
H -1.7534 1.3780 0.9446
H 0.5019 0.0951 -0.3439
H 1.7689 0.7151 2.1973
H 0.4881 -0.5665 2.3307
H 1.8047 -0.6181 1.2267
H 1.3908 2.3023 -0.5971
H -0.2234 2.7439 -0.0033
H 1.1055 2.6471 1.0105
H -2.1906 -1.7077 -0.5467
H -2.6288 -1.1411 -2.0617
H 0.1991 -2.5576 -0.3491
H -0.3104 -2.5678 1.0880
O 0.4555 -2.8045 0.5533
H 2.9689 0.1202 -1.9077
H 2.3060 -1.3433 -1.7924
O 2.6925 -0.5972 -1.3096
```

Summary:
<S²> = 0.750
Net charge = -1
Frontier orbital gap (spin up / spin down) = 2.64 / 9.61 eV
2S+1 = 2
Energy above the lowest of the compared OMol25 structures with the same formula, charge and spin = 28.9 kcal/mol

---

Entry 6:
Below is a 3-piece molecular cluster, C5H17NO2 overall at a distorted geometry, with properties calculated with wB97M-V/def2-TZVPD.

```
25
Properties=species:S:1:pos:R:3
C -0.4022 0.3193 1.1331
C -0.2135 -0.5071 -0.1208
C -0.9984 -0.0603 -1.3223
C -0.7019 -1.8772 0.4761
C 0.1752 -3.0856 0.1595
N 0.1928 1.6057 0.8363
H -1.4947 0.5940 1.4837
H 0.2206 -0.2517 1.9371
H 0.9290 -0.4319 -0.2046
H -1.9031 -0.6437 -1.5891
H -1.4492 0.8809 -1.0096
H -0.4237 0.0064 -2.2073
H -1.7292 -2.0735 0.1807
H -0.7214 -1.9392 1.5930
H -0.4425 -3.9364 0.3441
H 0.5015 -3.2110 -0.8783
H 1.1016 -3.1799 0.7556
H 1.1683 1.6975 1.2986
H -0.2485 2.3985 1.1707
H 3.4265 -1.1517 -1.3074
H 3.2572 0.4258 -1.5479
O 3.5757 -0.2141 -0.8743
H -2.4201 2.8169 -0.7258
H -0.9626 3.1650 -0.0426
O -1.9900 3.3215 -0.0080
```

Summary:
SMILES string = CC[C@@H](C)CN.O.O
Frontier orbital gap = 10.00 eV
Energy above the lowest of the compared OMol25 structures with the same formula, charge and spin = 52.0 kcal/mol

---

Q: What is the energy above the lowest of the compared OMol25 structures with the same formula, charge and spin in the fourth record?
A: 37.9 kcal/mol